No. 1
Computed, not measured: one molecule with the formula C7H11IO3Si in a non-equilibrium geometry, with wB97M-V/def2-TZVPD.

Element x y z (Å)
C (-2.692, 0.209, 1.345)
C (-2.102, 0.825, 0.179)
O (-2.445, 1.829, -0.389)
Si (-0.650, -0.092, -0.444)
C (-1.029, -1.986, -0.510)
C (-0.162, -3.115, -0.048)
O (-2.199, -2.154, -0.671)
C (0.634, 1.029, -0.975)
C (0.771, 2.647, -0.566)
O (1.797, 0.957, -1.696)
C (2.896, 0.005, -1.772)
I (3.850, 0.011, 0.340)
H (-2.316, -0.718, 1.432)
H (-2.389, 0.855, 2.258)
H (-3.775, 0.248, 1.314)
H (0.732, -3.090, -0.601)
H (-0.660, -4.003, -0.359)
H (-0.008, -3.141, 1.034)
H (1.829, 2.865, -0.526)
H (0.057, 2.676, 0.275)
H (0.319, 3.169, -1.354)
H (2.553, -1.125, -1.785)
H (3.798, 0.327, -2.213)

Forces on the atoms, in the same order (eV/Å):
-1.851 4.112 2.387
0.279 0.403 -0.917
-0.599 0.897 0.111
2.985 0.304 -1.438
1.158 0.692 1.207
-0.576 0.160 -0.200
-1.799 -0.262 -0.562
1.103 1.624 0.715
-2.451 -3.909 0.394
3.049 -1.912 -1.942
-3.942 -1.765 3.954
-0.313 -0.149 -0.534
0.907 -3.368 0.793
-0.318 -1.068 -1.285
-0.253 -0.202 0.011
1.661 0.122 -0.261
-0.544 -0.905 0.010
0.123 0.318 -0.202
-0.081 -0.011 0.801
1.069 0.943 0.171
-0.539 0.927 -1.213
0.858 2.486 -0.585
0.074 0.564 -1.414

The value obtained for the energy above the lowest of the compared OMol25 structures with the same formula, charge and spin is 87.3 kJ/mol. For the HOMO-LUMO gap (alpha / beta), the calculation gives 7.116 / 7.117 eV. The LUMO energy (alpha / beta) is -0.693 / -0.693 eV. Its structure (SMILES) is CC(=O)[Si](C(C)=O)=C(C)OCI. The value obtained for the molar mass is 298.15 g mol⁻¹. As for the charge: 0.

Results of the Löwdin charge analysis, in e, for atoms 1 through 4: atom 1 (C): -0.0636, atom 2 (C): -0.5879, atom 3 (O): 0.0555, atom 4 (Si): 0.9307

No. 2
Computed, not measured: one molecule with the formula C7H11N in a non-equilibrium geometry, with wB97M-V/def2-TZVPD.

Element x y z (Å)
C (0.906, -1.808, -1.452)
C (1.440, -0.399, -1.804)
C (1.349, 0.618, -0.653)
C (0.118, 0.512, 0.207)
C (0.123, 0.242, 1.608)
C (-1.179, 0.244, 2.033)
N (-1.973, 0.515, 0.951)
C (-1.192, 0.669, -0.159)
H (1.200, -1.985, -0.419)
H (1.322, -2.617, -2.051)
H (-0.182, -1.800, -1.511)
H (2.504, -0.506, -2.048)
H (0.977, -0.049, -2.727)
H (2.215, 0.574, 0.008)
H (1.346, 1.597, -1.134)
H (0.987, 0.315, 2.249)
H (-1.599, 0.186, 3.026)
H (-2.971, 0.489, 1.046)
H (-1.598, 0.729, -1.151)

Forces on the atoms, in the same order (eV/Å):
0.157 0.848 0.304
0.740 -1.067 -0.092
-0.763 0.225 -0.393
0.205 -0.003 0.322
-0.076 0.680 -0.074
0.060 0.336 0.017
-0.060 -0.433 0.843
0.112 -0.386 -0.369
-0.178 -0.311 0.177
-0.069 0.187 -0.228
0.048 -0.273 0.093
-0.099 0.101 -0.063
-0.200 0.220 0.127
0.069 -0.147 -0.162
0.223 0.217 0.193
0.077 -0.473 0.019
0.031 -0.089 -0.100
-0.033 0.112 -0.534
-0.245 0.255 -0.082

The value obtained for the energy above the lowest of the compared OMol25 structures with the same formula, charge and spin is 53.3 kJ/mol. For the HOMO-LUMO gap, the calculation gives 9.171 eV. The LUMO energy is 1.033 eV. Its structure (SMILES) is CCCc1cc[nH]c1. The value obtained for the molar mass is 109.17 g mol⁻¹. As for the charge: 0.

Results of the Löwdin charge analysis, in e, for atoms 1 through 4: atom 1 (C): -0.1055, atom 2 (C): -0.2527, atom 3 (C): -0.1690, atom 4 (C): -0.2708

No. 3
Computed, not measured: C7H11N as an isolated structure in a non-equilibrium geometry, with wB97M-V/def2-TZVPD.

Element x y z (Å)
C (-1.669, 1.794, 0.272)
C (-0.224, 1.672, -0.164)
C (-0.036, 0.318, 0.328)
C (0.153, 0.259, 1.847)
C (0.352, -0.804, -0.273)
C (1.324, -1.874, 0.590)
C (0.493, -1.010, -1.739)
H (-2.162, 2.644, -0.396)
H (-1.815, 1.827, 1.281)
H (-2.446, 0.912, 0.127)
H (-0.055, 1.847, -1.241)
H (0.304, 2.445, 0.522)
H (0.717, -2.003, 1.744)
H (2.512, -1.699, 0.526)
H (1.408, -3.138, 0.029)
H (0.040, -1.966, -2.036)
H (-0.188, -0.160, -2.283)
H (1.519, -0.663, -2.044)
N (-0.228, -0.399, 2.909)

Forces on the atoms, in the same order (eV/Å):
-4.305 1.140 -4.997
-1.269 1.066 1.061
3.997 -1.163 2.449
-4.845 -6.528 7.365
3.486 -2.164 1.198
-1.559 -3.284 0.061
-2.096 3.557 -1.389
0.623 -1.231 2.119
0.068 1.285 2.808
2.075 1.063 -0.723
-0.027 -0.187 0.695
-0.285 -1.382 -1.548
2.727 0.192 -3.652
-2.985 0.494 0.603
-0.924 3.935 1.577
0.997 0.159 -0.221
1.359 -2.031 1.084
-0.732 -1.341 0.022
3.694 6.420 -8.512

The value obtained for the energy above the lowest of the compared OMol25 structures with the same formula, charge and spin is 649.5 kJ/mol. For the HOMO-LUMO gap, the calculation gives 9.212 eV. The LUMO energy is 0.129 eV. The value obtained for the molar mass is 109.17 g mol⁻¹. As for the charge: 0.

Results of the Löwdin charge analysis, in e, for atoms 1 through 4: atom 1 (C): -0.1458, atom 2 (C): -0.2183, atom 3 (C): -0.3303, atom 4 (C): -0.0925